# C4H13O4

C4H13O4 as an isolated structure at a distorted geometry (ωB97M-V/def2-TZVPD, the Open Molecules 2025 dataset).

- frontier orbital gap (eV) = 8.83
- largest force on an atom (eV Å⁻¹) = 2.68
- energy relative to the best compared isomer or geometry (same formula, charge and spin) (kcal/mol) = 14.2
- DFT total energy (eV) = -12549.6180
- HOMO (Eh) = -0.1764

```
! wB97M-V def2-TZVPD RIJCOSX def2/J DEFGRID3
* xyz -1 1
C -1.53863 0.51669 -0.93632
O -1.28375 1.93229 -0.78335
C -0.34741 -0.20298 -1.60286
C 0.19651 -1.39565 -0.77463
C 1.45649 -1.08725 0.07300
O 1.19076 -0.39083 1.22946
H -1.69660 0.13353 0.07317
H -2.35034 0.54279 -1.65135
H -0.51969 2.03434 -0.18899
H 0.45699 0.50850 -1.83024
H -0.70650 -0.62215 -2.53953
H -0.56105 -1.66529 -0.03048
H 0.42912 -2.25603 -1.42201
H 2.19657 -0.54715 -0.56271
H 1.94512 -2.06511 0.23830
H -0.09145 -0.48618 2.37892
H -1.37409 0.30022 2.56134
O -0.84772 -0.40314 3.03049
H 1.59899 2.47965 0.76580
H 1.02074 0.76520 1.05608
O 0.82596 1.90855 0.91591
*
```



# C17H23F16NO5

A 3-piece molecular cluster, C17H23F16NO5 overall (ωB97M-V/def2-TZVPD, the Open Molecules 2025 dataset).

- frontier orbital gap (eV) = 9.83
- largest force on an atom (eV Å⁻¹) = 0.69
- SMILES = FC(F)C(F)(F)COC(F)(F)C(F)F.FC(F)C(F)(F)COC(F)(F)C(F)F.CCNOC(=O)O[C@@H](C)CC
- DFT total energy (eV) = -73208.1944
- HOMO (Eh) = -0.3399

```
! wB97M-V def2-TZVPD RIJCOSX def2/J DEFGRID3
* xyz 0 1
F 2.40331 -5.86961 -0.46133
C 3.00114 -4.70502 -0.14424
F 2.10147 -3.70881 -0.31215
C 4.20131 -4.44107 -1.06019
F 3.78370 -4.28293 -2.33160
F 4.70616 -3.24387 -0.63075
C 5.37431 -5.42723 -0.99914
O 5.42760 -6.39842 -2.02198
C 4.85613 -7.62830 -1.88497
F 4.34156 -7.82177 -0.65920
F 5.82870 -8.55571 -2.06295
C 3.81126 -7.88504 -2.98079
F 2.83042 -6.96433 -2.91396
F 3.26801 -9.10588 -2.78546
H 3.31338 -4.72577 0.90286
H 6.25631 -4.81040 -1.16522
H 5.46645 -5.86795 -0.00631
H 4.28467 -7.84625 -3.96317
F -4.74433 3.39325 4.27292
C -5.36254 4.10501 5.23694
F -6.21272 3.28365 5.89013
C -6.16595 5.26016 4.62882
F -7.16096 4.77633 3.86268
F -6.72963 5.89139 5.70483
C -5.38857 6.34812 3.87765
O -5.38417 6.25289 2.46853
C -4.40538 5.59010 1.79222
F -3.43226 5.14145 2.60290
F -3.83537 6.46418 0.92698
C -4.98377 4.45525 0.93465
F -5.62485 3.56029 1.70928
F -3.95911 3.82526 0.31537
H -4.62057 4.48276 5.94498
H -5.93603 7.26632 4.08494
H -4.38466 6.46751 4.28533
H -5.67344 4.85709 0.19106
C -1.66294 1.71931 1.04272
C -0.88986 2.58728 0.05945
N 0.52447 2.57085 0.41822
O 1.27501 3.10351 -0.70364
C 2.10419 2.18015 -1.25515
O 3.27877 2.34872 -1.38110
O 1.42575 1.08739 -1.63279
C 2.09507 0.21889 -2.58727
C 3.02672 -0.74864 -1.86435
C 0.97865 -0.46514 -3.36226
C 0.02962 -1.27996 -2.47790
H -2.70404 1.66853 0.72705
H -1.27654 0.69535 1.03781
H -1.61305 2.11617 2.05695
H -1.03835 2.21491 -0.96114
H -1.24103 3.61994 0.09327
H 0.81625 1.60544 0.54492
H 2.67413 0.86167 -3.25301
H 3.09145 -1.69552 -2.39964
H 2.63227 -0.94340 -0.86434
H 4.01654 -0.31327 -1.73516
H 1.43508 -1.11299 -4.11414
H 0.40899 0.31257 -3.87766
H -0.52316 -2.00757 -3.07422
H 0.57393 -1.84174 -1.71483
H -0.68951 -0.63510 -1.97141
*
```



# CH3FINS

A 2-piece molecular cluster, CH3FINS overall at a distorted geometry (ωB97M-V/def2-TZVPD, the Open Molecules 2025 dataset).

- frontier orbital gap (alpha / beta) (eV) = 6.07 / 6.05
- largest force on an atom (eV Å⁻¹) = 2.56
- energy relative to the best compared isomer or geometry (same formula, charge and spin) (kcal/mol) = 89.8
- DFT total energy (eV) = -24223.7968
- HOMO (alpha / beta) (Eh) = -0.3174 / -0.3158

```
! wB97M-V def2-TZVPD RIJCOSX def2/J DEFGRID3
* xyz 0 1
C 0.04098 -0.40922 -0.05653
N -1.39184 -0.68265 -0.24028
F -1.63578 -1.25840 -1.45040
S -2.97796 1.53102 -0.77792
I -1.48896 3.28963 -0.39416
H 0.25985 -1.20905 0.76504
H 0.63488 -0.52374 -1.00058
H 0.04404 0.68337 0.44291
*
```



# C2H7N3S

The molecule C2H7N3S at a distorted geometry (ωB97M-V/def2-TZVPD, the Open Molecules 2025 dataset).

- frontier orbital gap (eV) = 9.69
- largest force on an atom (eV Å⁻¹) = 4.97
- energy relative to the best compared isomer or geometry (same formula, charge and spin) (kcal/mol) = 44.3
- SMILES = [H]/N=C(/N)N(C)S
- DFT total energy (eV) = -17490.9921
- HOMO (Eh) = -0.3386

```
! wB97M-V def2-TZVPD RIJCOSX def2/J DEFGRID3
* xyz 0 1
H -1.50854 1.17509 0.26204
N -1.91680 0.16381 0.31225
C -0.90488 -0.43158 -0.11147
N -0.81612 -1.86538 -0.01284
N 0.37787 0.01064 -0.54090
C 0.69162 1.39899 -0.13000
S 1.84204 -0.89836 0.07516
H -0.32939 -2.19334 -1.02511
H -1.73739 -2.25875 -0.17503
H 0.34586 1.67973 0.97061
H 0.13422 2.06138 -0.80050
H 1.78235 1.64294 -0.21206
H 2.03914 -0.48515 1.38786
*
```



Look up the DFT total energy of the third one. -24223.7968 eV



Which formula does entry 1 have? C4H13O4



What did the fourth record say?
# C2H7N3S

The molecule C2H7N3S at a distorted geometry (ωB97M-V/def2-TZVPD, the Open Molecules 2025 dataset).

- frontier orbital gap (eV) = 9.69
- largest force on an atom (eV Å⁻¹) = 4.97
- energy relative to the best compared isomer or geometry (same formula, charge and spin) (kcal/mol) = 44.3
- SMILES = [H]/N=C(/N)N(C)S
- DFT total energy (eV) = -17490.9921
- HOMO (Eh) = -0.3386

```
! wB97M-V def2-TZVPD RIJCOSX def2/J DEFGRID3
* xyz 0 1
H -1.50854 1.17509 0.26204
N -1.91680 0.16381 0.31225
C -0.90488 -0.43158 -0.11147
N -0.81612 -1.86538 -0.01284
N 0.37787 0.01064 -0.54090
C 0.69162 1.39899 -0.13000
S 1.84204 -0.89836 0.07516
H -0.32939 -2.19334 -1.02511
H -1.73739 -2.25875 -0.17503
H 0.34586 1.67973 0.97061
H 0.13422 2.06138 -0.80050
H 1.78235 1.64294 -0.21206
H 2.03914 -0.48515 1.38786
*
```